Record 1
C54H56BrN5O4PSSiSn as an isolated structure in a non-equilibrium geometry, computed with ωB97M-V/def2-TZVPD.

Total charge = -1
Frontier orbital gap = 6.9 eV
Energy = -176428.199 eV

```
124
Properties=species:S:1:pos:R:3:forces:R:3
Sn 0.1962 0.0960 -1.4319 0.078 0.608 -0.113
C -1.6538 -1.5824 -5.1914 0.031 0.010 0.097
C -2.0804 -0.3519 -4.4286 -0.064 0.083 0.015
C -3.0810 -0.4589 -3.4520 0.036 0.042 -0.029
C -3.7495 -1.7965 -3.2370 0.107 0.044 0.066
C -3.4540 0.6646 -2.7127 -0.030 -0.083 -0.015
C -4.4291 0.5233 -1.5654 0.059 -0.007 -0.049
C -2.9257 1.9261 -3.0278 0.027 0.010 0.045
C -3.4397 3.1193 -2.2544 0.081 -0.025 -0.013
C -1.9523 2.0404 -4.0240 0.051 0.044 -0.072
C -1.3468 3.3688 -4.4247 -0.081 -0.068 0.089
C -1.5101 0.8927 -4.7007 -0.017 -0.091 -0.060
C -0.4078 0.9944 -5.7332 -0.089 -0.005 0.039
H -2.2579 -1.7061 -6.0979 0.048 0.000 -0.021
H -1.7625 -2.4805 -4.5912 -0.020 -0.041 0.011
H -0.6065 -1.5368 -5.4846 -0.016 0.011 -0.011
H -3.0688 -2.5045 -2.7556 -0.005 -0.021 -0.016
H -4.0345 -2.2343 -4.1955 -0.001 -0.023 0.012
H -4.6489 -1.7109 -2.6317 -0.004 0.000 -0.010
H -5.4695 0.5486 -1.9095 0.001 -0.014 0.020
H -4.2906 1.3151 -0.8352 -0.010 -0.007 0.008
H -4.2647 -0.4142 -1.0362 -0.031 0.034 -0.008
H -3.0523 3.1036 -1.2311 -0.024 0.014 0.005
H -4.5293 3.1039 -2.2002 -0.003 -0.005 0.035
H -3.1552 4.0675 -2.6993 -0.012 0.004 -0.003
H -1.6060 3.6160 -5.4576 0.029 0.021 -0.009
H -0.2605 3.3334 -4.3535 -0.030 0.027 -0.062
H -1.6745 4.1894 -3.7970 -0.003 0.007 -0.008
H 0.5640 0.7763 -5.2764 0.012 0.011 -0.040
H -0.3476 1.9844 -6.1798 0.006 0.000 0.017
H -0.5576 0.2812 -6.5414 0.024 0.012 -0.012
Br 3.9011 -1.0158 6.7164 0.571 0.772 0.631
C 2.7885 0.4499 6.2319 0.030 0.034 -0.014
C 3.3426 1.7123 6.0938 0.017 -0.045 -0.014
C 2.5215 2.7791 5.7724 -0.140 0.060 0.067
C 1.1587 2.5906 5.5288 0.210 -0.605 0.268
C 0.6308 1.3037 5.6527 -0.019 0.103 -0.013
C 1.4363 0.2422 6.0297 -0.116 -0.046 0.002
N 0.3033 3.7027 5.4391 0.030 0.543 0.206
N -0.5648 3.8898 4.5633 0.075 0.079 -0.114
C -0.6777 3.1821 3.3703 -0.240 -0.258 -0.312
C -1.9785 3.1703 2.8546 0.232 -0.087 0.134
C -2.3425 2.4563 1.7341 -0.088 -0.116 -0.034
C -1.3940 1.7015 1.0091 0.089 0.258 0.014
O -1.6445 1.0478 -0.0310 -0.309 -0.281 -0.289
C -0.0076 1.7868 1.4614 -0.067 -0.066 0.269
N 0.8981 1.1445 0.6868 0.199 0.094 0.242
C 2.1786 1.2879 0.9475 0.240 0.144 0.279
C 2.6429 2.1458 1.9526 -0.163 0.008 0.081
C 1.7346 2.7789 2.7605 0.140 0.032 -0.137
C 0.3532 2.5493 2.5930 0.057 0.138 -0.008
H 4.4021 1.8633 6.2495 -0.005 0.002 0.032
H 2.9308 3.7804 5.7093 0.002 -0.006 0.013
H -0.4274 1.1474 5.4813 0.005 -0.001 0.025
H 1.0097 -0.7423 6.1658 -0.004 0.062 -0.056
H -2.7217 3.7269 3.4146 0.008 0.028 -0.035
H -3.3643 2.4599 1.3763 0.001 -0.022 0.020
H 2.8696 0.7325 0.3218 -0.139 0.232 0.454
H 3.7051 2.3189 2.0655 -0.003 -0.047 -0.005
H 2.0741 3.4864 3.5004 -0.002 -0.002 -0.104
C 3.0253 -2.7644 -0.7124 -0.017 0.114 0.086
C 3.5351 -1.4177 -1.1243 0.034 -0.025 -0.148
C 4.8928 -1.2199 -1.3092 0.038 0.039 0.070
C 5.3277 0.0174 -1.7852 -0.022 0.000 -0.015
C 4.4229 1.0077 -2.0677 -0.011 0.056 -0.016
C 3.0409 0.7743 -1.8409 -0.013 0.026 -0.528
N 2.6465 -0.4373 -1.3525 -0.045 -0.493 -0.249
N 2.0453 1.6313 -2.0540 -0.030 -0.069 0.219
Si 2.0556 3.3323 -2.1943 -0.188 0.314 -0.029
C 3.3274 4.2082 -1.1032 0.027 -0.142 0.022
C 2.3492 3.9151 -3.9667 0.045 -0.078 0.001
C 0.3533 3.8999 -1.6119 0.083 -0.080 0.023
H 3.6196 -3.1800 0.1003 0.030 0.008 0.073
H 3.0630 -3.4409 -1.5657 -0.015 0.015 0.055
H 1.9843 -2.6983 -0.4077 -0.018 0.008 0.071
H 5.5897 -2.0209 -1.1033 -0.024 -0.004 -0.001
H 6.3856 0.1887 -1.9514 -0.005 0.015 -0.001
H 4.7342 1.9617 -2.4715 0.017 -0.029 -0.013
H 4.3174 3.7498 -1.1630 -0.011 0.043 0.001
H 3.0082 4.1688 -0.0584 0.020 0.015 -0.016
H 3.4304 5.2598 -1.3853 -0.054 -0.013 -0.014
H 3.4140 3.9014 -4.2194 -0.025 -0.025 0.019
H 1.9843 4.9353 -4.1187 0.019 -0.018 0.024
H 1.8352 3.2623 -4.6766 0.053 0.028 0.000
H 0.3701 4.1356 -0.5429 0.015 -0.041 -0.017
H -0.3791 3.0979 -1.7558 -0.059 0.084 -0.024
H -0.0064 4.7841 -2.1435 0.025 -0.018 0.036
O 1.3499 -3.8352 -2.9624 -0.008 -0.054 -0.046
S 0.0428 -3.6080 -2.3893 -0.246 0.151 0.028
O -1.0577 -4.2278 -3.1031 0.012 0.037 -0.023
O -0.2330 -2.1893 -2.0837 0.083 -0.588 0.039
C -0.0256 -4.5016 -0.8215 -0.149 -0.052 -0.153
C 0.2032 -5.8655 -1.0284 -0.006 0.058 0.095
C -0.1308 -6.7965 -0.0681 -0.043 0.032 0.012
C -0.7810 -6.3700 1.0839 0.020 -0.053 0.035
C -0.9797 -5.0206 1.3002 0.134 -0.048 -0.036
C -0.5436 -4.0434 0.3965 0.207 0.042 0.009
P -0.5225 -2.2607 0.9693 -0.073 -0.209 -0.055
C 0.3979 -2.3899 2.5766 -0.010 -0.024 -0.159
C 0.0092 -3.0947 3.7188 -0.002 0.061 -0.003
C 0.8686 -3.2240 4.7983 -0.054 0.030 -0.051
C 2.1227 -2.6268 4.7757 -0.051 -0.488 -0.188
C 2.4923 -1.8577 3.6859 -0.038 -0.087 -0.057
C 1.6333 -1.7451 2.5999 0.068 -0.077 -0.090
C -2.2571 -2.1020 1.5223 -0.003 0.126 -0.116
C -3.2794 -2.5913 0.7067 0.034 0.011 0.049
C -4.6069 -2.3434 1.0200 0.038 -0.012 0.001
C -4.9309 -1.5966 2.1452 -0.022 -0.009 -0.014
C -3.9211 -1.1015 2.9571 0.004 0.027 -0.004
C -2.5914 -1.3474 2.6448 -0.006 -0.001 -0.022
H 0.6128 -6.1706 -1.9825 0.010 -0.027 0.014
H 0.0604 -7.8493 -0.2342 -0.002 0.006 -0.014
H -1.1194 -7.0901 1.8194 -0.019 0.026 -0.008
H -1.5019 -4.7161 2.1909 0.000 0.079 0.172
H -0.9705 -3.5420 3.7824 -0.103 -0.050 -0.053
H 0.5554 -3.7921 5.6664 0.004 -0.023 -0.012
H 2.8048 -2.7505 5.6080 -0.415 -0.224 -0.404
H 3.4493 -1.3507 3.6752 0.013 0.000 -0.010
H 1.9355 -1.1633 1.7396 0.029 -0.010 -0.077
H -3.0288 -3.1607 -0.1819 -0.029 -0.003 0.003
H -5.3894 -2.7273 0.3770 0.000 0.008 -0.007
H -5.9682 -1.3925 2.3802 0.004 -0.013 0.017
H -4.1673 -0.5099 3.8306 0.012 0.003 -0.009
H -1.8065 -0.9452 3.2755 -0.021 0.031 -0.007
```
Forces are in eV/Å.

Atomic partial charges in e from the Löwdin method, atoms 1 to 2: 1.46, -0.04

---

Record 2
C18H45N2O18S6 as an isolated structure in a non-equilibrium geometry, computed with ωB97M-V/def2-TZVPD.

Total charge = -1
Frontier orbital gap = 6.7 eV
Energy = -124240.550 eV

```
89
Properties=species:S:1:pos:R:3:forces:R:3
C -8.2026 -5.0274 -5.0176 0.009 -0.282 -0.021
C -6.9330 -5.8837 -5.2278 -0.913 0.051 1.093
O -5.7887 -5.1275 -4.8723 0.115 -0.494 -0.795
C -5.0139 -4.7220 -5.9662 1.016 0.421 0.226
S -4.6948 -2.9219 -5.9541 0.160 -0.095 0.354
O -5.9536 -2.3052 -5.6100 -0.323 -0.040 0.415
O -4.2311 -2.6385 -7.2881 0.295 -0.232 -0.629
N -3.5021 -2.7797 -4.8599 -1.025 0.937 -0.015
S -3.1378 -1.2406 -4.5123 0.792 -1.617 -2.529
O -1.7332 -1.0443 -4.7071 0.904 -0.191 1.198
O -3.8649 -0.2711 -5.2795 -1.396 0.430 0.774
N -3.5433 -1.0662 -2.8507 0.442 1.198 -0.188
C -4.0132 0.2940 -2.5399 -0.532 -0.012 0.933
C -2.5479 -1.5405 -1.9757 -1.245 2.063 1.640
C -2.4212 -0.9055 -0.5737 -0.463 -0.087 -0.382
O -1.8282 -2.4231 -2.2314 1.918 -2.856 -1.194
H -7.9761 -4.2574 -4.2756 0.086 0.025 -0.276
H -9.0240 -5.6185 -4.5884 0.127 -0.051 -0.318
H -8.5422 -4.5621 -5.9470 0.066 0.107 0.214
H -6.9934 -6.7287 -4.5241 0.207 0.134 -0.124
H -6.8838 -6.3277 -6.2294 0.172 0.290 0.027
H -5.4694 -4.9100 -6.9443 -0.197 0.166 0.190
H -4.0260 -5.2059 -5.9617 -0.164 0.091 0.099
H -3.1833 0.9847 -2.3486 -0.160 0.023 -0.357
H -4.5878 0.2253 -1.6062 0.105 0.072 -0.162
H -4.6953 0.6879 -3.2900 0.319 -0.271 -0.191
H -3.3879 -1.0393 -0.0717 0.245 0.375 0.144
H -1.6425 -1.4450 -0.0364 -0.142 -0.111 -0.164
H -2.1126 0.1434 -0.6098 -0.361 -0.066 0.014
O 0.9309 -1.5021 0.6989 -0.242 0.019 0.341
S 1.9675 -2.4408 0.9929 0.583 -0.024 -0.501
O 1.6966 -3.6412 1.7232 -0.241 0.048 0.134
O 3.1767 -1.6672 1.7005 0.019 -0.068 -0.203
C 2.8816 -0.8722 2.8601 -0.160 0.257 0.642
C 2.6887 -1.7170 4.1035 -0.142 -0.258 0.021
C 2.8082 -2.8578 -0.4955 0.105 0.005 0.001
H 2.0112 -0.2401 2.6738 -0.025 -0.107 -0.131
H 3.7362 -0.2110 3.0007 0.084 -0.093 -0.264
H 1.7864 -2.3244 4.0309 0.007 0.028 -0.017
H 2.5985 -1.0800 4.9832 0.029 0.084 -0.077
H 3.5288 -2.4000 4.2403 0.040 0.066 -0.021
H 3.0594 -1.9434 -1.0256 -0.010 -0.015 0.012
H 2.1346 -3.4670 -1.0952 -0.089 0.050 0.071
H 3.7032 -3.4226 -0.2496 -0.009 0.029 0.005
O 1.7692 1.0934 5.9881 -0.087 -0.063 -0.236
S 0.8183 1.8267 6.7662 0.120 0.427 0.525
O -0.5729 1.8024 6.4485 -0.038 -0.200 -0.205
O 1.3008 3.3417 6.8738 0.078 -0.236 0.211
C 1.5926 4.0448 5.6501 -0.048 0.416 -0.721
C 0.3345 4.4834 4.9276 -0.145 -0.281 0.060
C 1.0169 1.4116 8.4675 0.079 0.038 0.098
H 2.2261 3.4328 5.0048 -0.033 -0.154 0.148
H 2.1740 4.9209 5.9348 0.007 -0.136 0.298
H -0.2211 3.6243 4.5512 0.028 0.017 -0.022
H 0.5815 5.1227 4.0809 0.043 0.040 0.066
H -0.3275 5.0279 5.6004 0.065 0.094 -0.044
H 2.0708 1.4780 8.7252 -0.014 0.011 -0.027
H 0.6588 0.3927 8.6003 -0.021 0.009 -0.102
H 0.4243 2.0980 9.0670 -0.011 0.001 -0.045
O -2.9412 8.6623 4.2179 0.239 0.037 0.220
S -2.4027 7.7659 3.2416 -0.362 -0.096 -0.700
O -1.3937 6.8148 3.5883 0.080 0.095 0.295
O -1.9068 8.6110 1.9814 -0.224 -0.107 0.040
C -0.9932 9.6959 2.2109 0.588 0.427 0.118
C 0.4224 9.2073 2.4510 0.004 -0.231 0.174
C -3.7217 6.9232 2.4339 -0.041 0.016 -0.106
H -1.3434 10.3178 3.0371 -0.126 -0.147 0.031
H -1.0186 10.3096 1.3114 -0.235 -0.177 -0.080
H 0.4968 8.6648 3.3935 -0.006 0.032 -0.006
H 1.1142 10.0498 2.4890 -0.062 0.038 -0.056
H 0.7337 8.5259 1.6586 -0.003 0.079 -0.045
H -4.4665 7.6516 2.1242 0.033 0.010 0.012
H -4.1508 6.2242 3.1489 0.079 0.031 0.057
H -3.3223 6.3848 1.5779 0.025 0.007 0.031
O 5.2815 -3.9287 -2.4534 0.006 0.305 0.130
S 6.5772 -4.5046 -2.2745 0.190 -0.620 -0.322
O 7.5084 -3.9571 -1.3384 -0.120 0.222 0.110
O 7.2854 -4.6304 -3.6987 -0.099 -0.197 0.142
C 7.3752 -3.4494 -4.5149 0.164 0.664 -0.336
C 8.4699 -2.5124 -4.0422 0.001 0.014 0.296
C 6.4070 -6.2301 -1.9615 0.011 -0.104 -0.075
H 6.4094 -2.9425 -4.5551 -0.049 -0.129 0.140
H 7.6007 -3.7938 -5.5232 -0.063 -0.282 0.113
H 8.2266 -2.0807 -3.0715 -0.011 0.007 -0.030
H 8.6037 -1.6957 -4.7525 -0.038 -0.063 -0.060
H 9.4138 -3.0477 -3.9321 -0.008 0.001 -0.088
H 5.7382 -6.6575 -2.7041 0.005 0.038 0.002
H 5.9860 -6.3426 -0.9645 -0.002 0.103 -0.004
H 7.3894 -6.6935 -2.0077 0.000 0.043 0.005
```
Forces are in eV/Å.

Atomic partial charges in e from the Löwdin method, atoms 1 to 2: -0.07, -0.27